Formula: C17H22N4O2
Source: OMol25
Level of theory: ωB97M-V/def2-TZVPD

XYZ file:
```
45
C17H22N4O2, DFT ωB97M-V/def2-TZVPD
C 5.370 -0.307 -1.162
O 4.056 0.155 -0.962
C 3.032 -0.515 -1.548
C 3.157 -1.712 -2.246
C 2.035 -2.335 -2.765
C 0.778 -1.783 -2.598
C 0.644 -0.592 -1.906
C 1.757 0.045 -1.382
C 1.612 1.365 -0.698
O 2.062 2.405 -1.121
N 0.846 1.346 0.436
C 0.346 0.232 1.095
C 0.895 -1.015 1.322
C -0.081 -1.688 2.064
N -1.132 -0.923 2.277
N -0.878 0.242 1.683
C -1.817 1.345 1.689
C -2.333 1.635 0.274
C -3.238 0.506 -0.204
N -4.384 0.400 0.678
C -5.378 -0.513 0.161
C -3.950 0.012 2.011
C -3.007 1.056 2.603
H 5.628 -0.338 -2.225
H 6.012 0.414 -0.657
H 5.521 -1.297 -0.719
H 4.124 -2.166 -2.389
H 2.151 -3.263 -3.305
H -0.093 -2.274 -3.005
H -0.331 -0.146 -1.780
H 0.677 2.253 0.856
H 1.850 -1.375 1.006
H -0.055 -2.687 2.450
H -1.283 2.229 2.070
H -1.503 1.770 -0.422
H -2.912 2.559 0.303
H -3.597 0.730 -1.212
H -2.667 -0.441 -0.245
H -5.000 -1.544 0.061
H -5.706 -0.166 -0.818
H -6.235 -0.523 0.832
H -4.836 -0.065 2.646
H -3.442 -0.966 2.001
H -3.553 1.990 2.745
H -2.650 0.702 3.570
```

Its energy above the lowest of the compared OMol25 structures with the same formula, charge and spin is 199.4 kJ/mol. The total charge is 0. As for the SMILES: COc1ccccc1C(=O)Nc1ccnn1C1CCN(C)CC1. The spin multiplicity is 1. The calculation puts the LUMO energy at 0.78 eV. The HOMO-LUMO gap comes out at 0.340 Ha. The total energy comes out at -1030.49013 hartree.

=====

Formula: C2H11NO3
Source: OMol25
Level of theory: ωB97M-V/def2-TZVPD

XYZ file:
```
17
C2H11NO3, DFT ωB97M-V/def2-TZVPD
C -1.648 -0.592 -0.876
C -2.157 -0.567 0.367
N -1.615 0.042 1.506
H -0.650 -0.203 -1.020
H -2.281 -0.924 -1.679
H -3.201 -0.846 0.440
H -0.797 0.577 1.260
H -2.346 0.533 1.988
O 1.217 -2.125 -0.443
H 1.831 -1.380 -0.377
H 0.595 -1.728 -1.082
O 3.206 0.376 -0.020
H 2.878 1.183 0.421
H 3.543 -0.249 0.610
O 0.428 1.885 0.017
H -0.160 1.679 -0.712
H 1.155 2.340 -0.400
```

Its energy above the lowest of the compared OMol25 structures with the same formula, charge and spin is 106.1 kJ/mol. The total charge is 0. As for the SMILES: C=CN.O.O.O. The spin multiplicity is 1. The calculation puts the LUMO energy at 0.37 eV. The HOMO-LUMO gap comes out at 0.324 Ha. The total energy comes out at -363.23398 hartree.

=====

Formula: C2H3P3
Source: OMol25
Level of theory: ωB97M-V/def2-TZVPD

XYZ file:
```
8
C2H3P3, DFT ωB97M-V/def2-TZVPD
C 0.973 1.607 -0.266
C -0.541 -0.659 0.164
P 1.195 0.019 0.095
P -3.696 -0.013 -0.150
P -1.877 0.704 0.202
H 1.560 2.403 -0.412
H -1.015 -1.186 -0.802
H -0.713 -1.363 0.881
```

Its energy above the lowest of the compared OMol25 structures with the same formula, charge and spin is 207.6 kJ/mol. The total charge is 0. Its expectation value of S² is 2.041. The spin multiplicity is 3. The calculation puts the LUMO energy (spin up / spin down) at -0.68 / -1.89 eV. The HOMO-LUMO gap (spin up / spin down) comes out at 0.264 / 0.272 Ha. The total energy comes out at -1101.86189 hartree.

=====

Formula: C14H30BBa2N2O16P2
Source: OMol25
Level of theory: ωB97M-V/def2-TZVPD

XYZ file:
```
67
C14H30BBa2N2O16P2, DFT ωB97M-V/def2-TZVPD
Ba 0.263 -4.511 -3.285
Ba 0.758 3.963 0.633
B 3.352 4.842 0.813
H 2.594 5.658 0.448
H 3.283 3.866 0.170
H 4.474 5.248 0.819
H 2.996 4.525 1.890
C -1.092 -0.264 -1.122
C -0.468 -1.444 -1.500
C 1.021 -1.615 -1.226
O 1.592 -2.693 -1.598
C 1.753 -0.606 -0.631
C 1.150 0.590 -0.218
C -0.371 0.771 -0.507
O -0.816 1.877 -0.156
O 1.770 1.558 0.236
O -1.134 -2.323 -2.133
H -2.123 -0.082 -1.396
H 2.817 -0.763 -0.521
C 4.993 1.195 0.918
N 5.830 1.280 2.143
O 5.214 1.529 3.164
O 7.022 1.089 2.076
H 5.554 0.779 0.087
H 4.573 2.168 0.687
H 4.203 0.498 1.182
C 4.279 -2.954 -3.472
N 5.737 -2.740 -3.236
O 6.140 -2.780 -2.092
O 6.422 -2.541 -4.219
H 3.923 -3.488 -2.593
H 4.158 -3.511 -4.393
H 3.824 -1.967 -3.436
C -3.446 -4.857 -1.015
O -2.849 -5.770 -0.093
P -1.337 -5.686 0.301
O -0.439 -5.448 -0.853
O -1.180 -4.617 1.431
C -1.501 -3.231 1.238
O -1.158 -7.015 1.068
C 0.120 -7.341 1.662
H -2.693 -4.277 -1.551
H -4.150 -4.203 -0.504
H -4.045 -5.410 -1.740
H -0.571 -2.680 1.408
H -2.110 -2.879 2.069
H -1.908 -2.965 0.268
H 0.758 -7.823 0.929
H -0.070 -7.983 2.516
H 0.583 -6.436 2.059
C -3.751 4.780 2.861
O -3.548 5.688 1.779
P -3.191 5.135 0.341
O -1.797 4.679 0.254
O -4.249 4.000 0.043
C -3.931 2.620 0.210
O -3.613 6.274 -0.612
C -4.931 6.857 -0.505
H -4.576 4.102 2.654
H -3.950 5.366 3.755
H -2.835 4.236 3.114
H -4.810 2.081 0.564
H -3.155 2.459 0.958
H -3.608 2.152 -0.716
H -4.939 7.657 0.234
H -5.648 6.104 -0.184
H -5.165 7.280 -1.474
```

The total charge is +1. The spin multiplicity is 1. The calculation puts the LUMO energy at -4.24 eV. The HOMO-LUMO gap comes out at 0.227 Ha. The total energy comes out at -2623.24745 hartree.

=====

Formula: C4H3LiMgO6
Source: OMol25
Level of theory: ωB97M-V/def2-TZVPD

XYZ file:
```
15
C4H3LiMgO6, DFT ωB97M-V/def2-TZVPD
O -3.502 -1.393 -0.902
C -2.438 -0.722 -0.879
O -2.418 0.523 -0.719
O -1.304 -1.421 -1.062
C -0.066 -0.773 -1.239
O 1.654 0.415 -0.177
C 2.290 0.884 0.926
C 0.636 -0.532 -0.061
O 2.374 0.230 1.975
O 2.601 2.108 0.843
Li -4.377 0.336 -0.670
Mg 3.316 2.882 2.598
H -0.037 -0.032 -2.041
H 0.099 -0.453 0.892
H 1.171 -2.053 0.517
```

Its energy above the lowest of the compared OMol25 structures with the same formula, charge and spin is 14.2 kJ/mol. The total charge is -1. Its expectation value of S² is 0.796. The spin multiplicity is 2. The calculation puts the LUMO energy (spin up / spin down) at 0.92 / 0.91 eV. The HOMO-LUMO gap (spin up / spin down) comes out at 0.092 / 0.092 Ha. The total energy comes out at -813.30380 hartree.

=====

Formula: C68H67F10NOSi2
Source: OMol25
Level of theory: ωB97M-V/def2-TZVPD

XYZ file:
```
149
C68H67F10NOSi2, DFT ωB97M-V/def2-TZVPD
Si 3.413 -2.914 -3.331
O 4.843 -2.290 -3.886
Si 4.877 -0.957 -4.877
C 5.237 0.585 -3.898
C 4.107 1.085 -2.976
C 2.692 0.910 -3.485
C 1.661 1.712 -2.698
N 0.323 1.307 -3.062
C -0.421 1.791 -4.104
C -1.604 1.118 -4.142
C -1.603 0.186 -3.076
C -0.409 0.329 -2.427
H 3.578 -4.300 -2.853
H 2.951 -2.088 -2.187
H 2.351 -2.843 -4.355
H 3.548 -0.852 -5.512
H 5.866 -1.114 -5.967
H 5.466 1.360 -4.639
H 6.136 0.485 -3.285
H 4.207 0.584 -2.011
H 4.275 2.148 -2.776
H 2.631 1.213 -4.535
H 2.380 -0.136 -3.421
H 1.765 2.780 -2.895
H 1.765 1.518 -1.629
H -0.055 2.582 -4.738
H -2.392 1.284 -4.857
H -2.390 -0.505 -2.818
H -0.018 -0.180 -1.560
F 3.469 1.906 -0.047
C 2.981 1.480 1.140
C 3.488 0.318 1.682
C 2.975 -0.115 2.897
C 1.978 0.607 3.537
C 1.488 1.771 2.962
C 1.991 2.223 1.750
H 4.261 -0.228 1.160
H 3.359 -1.022 3.343
H 1.582 0.263 4.483
H 0.708 2.334 3.456
H 1.629 3.128 1.281
F -1.733 -2.494 -0.546
C -1.716 -3.590 -1.339
C -0.923 -3.579 -2.466
C -0.926 -4.708 -3.269
C -1.700 -5.815 -2.950
C -2.492 -5.788 -1.808
C -2.508 -4.664 -0.994
H -0.336 -2.703 -2.709
H -0.312 -4.709 -4.161
H -1.689 -6.689 -3.586
H -3.110 -6.637 -1.548
H -3.111 -4.622 -0.099
F -3.194 3.068 -7.656
C -4.193 3.686 -6.991
C -5.251 4.208 -7.709
C -6.280 4.829 -7.010
C -6.240 4.925 -5.624
C -5.154 4.403 -4.935
C -4.127 3.776 -5.617
H -5.264 4.121 -8.787
H -7.121 5.235 -7.557
H -7.049 5.401 -5.087
H -5.100 4.466 -3.858
H -3.294 3.352 -5.071
F -5.880 3.454 -1.969
C -6.183 2.162 -2.244
C -5.433 1.165 -1.654
C -5.730 -0.154 -1.968
C -6.761 -0.449 -2.849
C -7.492 0.578 -3.429
C -7.206 1.902 -3.132
H -4.618 1.421 -0.993
H -5.146 -0.947 -1.522
H -6.987 -1.479 -3.092
H -8.288 0.350 -4.126
H -7.755 2.720 -3.578
F -3.163 -0.608 0.174
C -3.593 -0.541 1.452
C -4.313 0.566 1.852
C -4.748 0.627 3.168
C -4.461 -0.403 4.052
C -3.734 -1.504 3.619
C -3.291 -1.583 2.306
H -4.519 1.363 1.153
H -5.316 1.486 3.500
H -4.804 -0.350 5.077
H -3.507 -2.308 4.306
H -2.720 -2.428 1.943
F -4.180 -6.723 1.496
C -4.798 -5.969 2.432
C -5.163 -4.680 2.103
C -5.801 -3.908 3.063
C -6.055 -4.426 4.325
C -5.667 -5.724 4.629
C -5.035 -6.513 3.678
H -4.953 -4.292 1.116
H -6.100 -2.897 2.820
H -6.546 -3.821 5.074
H -5.856 -6.126 5.615
H -4.729 -7.529 3.889
F -5.244 -3.713 7.421
C -3.904 -3.542 7.468
C -3.133 -4.519 8.063
C -1.758 -4.337 8.098
C -1.183 -3.200 7.548
C -1.988 -2.236 6.957
C -3.365 -2.402 6.910
H -3.605 -5.395 8.486
H -1.134 -5.092 8.557
H -0.111 -3.065 7.580
H -1.545 -1.348 6.527
H -4.013 -1.669 6.449
F 10.914 1.271 1.307
C 9.967 0.639 0.580
C 9.964 0.802 -0.790
C 8.987 0.147 -1.527
C 8.040 -0.645 -0.893
C 8.069 -0.787 0.487
C 9.040 -0.143 1.239
H 10.711 1.427 -1.260
H 8.969 0.258 -2.603
H 7.279 -1.151 -1.473
H 7.331 -1.402 0.986
H 9.086 -0.246 2.314
F 8.155 -0.039 7.574
C 9.149 0.534 6.862
C 8.998 0.658 5.496
C 10.023 1.249 4.771
C 11.169 1.700 5.411
C 11.290 1.560 6.787
C 10.274 0.974 7.528
H 8.095 0.297 5.021
H 9.927 1.366 3.701
H 11.963 2.158 4.838
H 12.183 1.908 7.290
H 10.344 0.857 8.601
F -0.666 5.021 -4.684
C -1.193 5.495 -3.532
C -1.634 6.803 -3.511
C -2.178 7.301 -2.337
C -2.273 6.495 -1.211
C -1.825 5.183 -1.267
C -1.281 4.664 -2.435
H -1.550 7.410 -4.402
H -2.531 8.323 -2.306
H -2.699 6.886 -0.297
H -1.902 4.546 -0.396
H -0.950 3.636 -2.489
```

The total charge is 0. The spin multiplicity is 1. The calculation puts the LUMO energy at 0.35 eV. The HOMO-LUMO gap comes out at 0.310 Ha. The total energy comes out at -4339.06449 hartree.